# 1
A cluster of 2 separate species, C4H5IN4 in total, computed with ωB97M-V/def2-TZVPD.

Computed properties:
Relative energy (zero: lowest compared OMol25 entry of this formula, charge and spin)   156.9 kJ/mol
Kohn-Sham gap   8.401 eV
2S+1   1
Strongest force on any atom   4.27 eV Å⁻¹
Highest occupied orbital energy   -8.60 eV
Electronic energy   -672.0232 Eh
M   236.02 g/mol

```
14
Properties=species:S:1:pos:R:3:mulliken_charge:R:1
I -2.25765 1.54968 -3.39174 0.111
N 0.92898 -2.30850 -0.84586 -0.650
N -0.15740 1.82623 0.87330 -0.620
N -0.20769 -2.30144 -0.92275 0.580
N -4.57503 -0.87473 -1.73610 -0.355
C -1.36141 0.08263 -2.26001 -0.640
C -3.43964 -0.99461 -1.80559 -0.434
C -1.97671 -0.93994 -1.66160 0.934
C -1.46759 -2.16363 -1.11008 -0.438
H 0.12426 1.19551 0.16652 0.197
H 0.45126 2.03804 1.69223 0.221
H -0.36580 2.80485 0.44148 0.222
H -0.25123 0.16778 -2.22200 0.402
H -2.12298 -2.90307 -0.90952 0.467
```

# 2
A structure of composition C4H5LiMgO3, computed with ωB97M-V/def2-TZVPD.

Computed properties:
Relative energy (zero: lowest compared OMol25 entry of this formula, charge and spin)   59.6 kJ/mol
Kohn-Sham gap (spin up / spin down)   6.816 / 8.223 eV
2S+1   2
Strongest force on any atom   5.92 eV Å⁻¹
Highest occupied orbital energy (spin up / spin down)   -10.52 / -12.47 eV
Electronic energy   -588.4187 Eh
Total charge   +1
M   132.33 g/mol

```
14
Properties=species:S:1:pos:R:3:lowdin_spin:R:1
Mg 0.69888 2.51988 0.30520 0.673
O -0.69999 1.07948 0.74735 0.142
O 0.08059 -1.54543 0.34104 0.005
O 1.27758 0.30570 -0.14853 0.118
C -1.43190 0.34452 -0.16141 0.014
C 2.51925 -0.42194 -0.21329 0.012
C -2.75067 0.52840 -0.27656 0.003
C 0.17413 -0.34231 0.19569 0.016
Li -1.82011 -1.95429 0.61334 0.008
H -3.13862 1.51756 -0.01606 0.001
H -3.34520 -0.28907 -0.69005 0.001
H 3.28446 0.34160 -0.36898 0.007
H 2.69091 -0.96098 0.72374 0.001
H 2.46068 -1.12313 -1.05149 0.000
```

# 3
A structure of composition C4H5LiO2Tm, computed with ωB97M-V/def2-TZVPD.

Computed properties:
Relative energy (zero: lowest compared OMol25 entry of this formula, charge and spin)   0.0 kJ/mol
Kohn-Sham gap (spin up / spin down)   9.565 / 4.801 eV
2S+1   3
Strongest force on any atom   5.91 eV Å⁻¹
Highest occupied orbital energy (spin up / spin down)   -21.74 / -20.41 eV
Electronic energy   -1397.4114 Eh
Total charge   +3
M   260.96 g/mol

```
13
Properties=species:S:1:pos:R:3:lowdin_spin:R:1
Tm 4.14317 0.98929 -0.84906 1.008
O 0.57246 -1.01207 -0.49379 0.176
O 1.86848 0.92027 -0.51533 0.171
C -1.42947 -0.18321 0.17149 0.114
C 0.91723 0.33186 0.18528 0.025
C -0.66241 -1.32834 -0.41235 0.436
C -0.45176 0.99183 0.21705 0.038
Li -1.05466 -3.38993 -0.71866 0.029
H -2.35891 -0.03491 -0.39401 -0.001
H -0.56497 1.61175 1.11380 0.001
H -0.53933 1.63068 -0.67165 0.001
H -1.74687 -0.49930 1.18222 -0.001
H 1.30705 -0.02793 1.18500 0.003
```

# 4
A structure of composition C4H5LiO5Yb, computed with ωB97M-V/def2-TZVPD.

Computed properties:
Relative energy (zero: lowest compared OMol25 entry of this formula, charge and spin)   539.4 kJ/mol
Kohn-Sham gap (spin up / spin down)   4.748 / 3.294 eV
2S+1   2
Strongest force on any atom   9.97 eV Å⁻¹
Highest occupied orbital energy (spin up / spin down)   -16.89 / -16.88 eV
Electronic energy   -1696.4968 Eh
Total charge   +3
M   313.06 g/mol

```
16
Properties=species:S:1:pos:R:3:lowdin_spin:R:1
Yb -0.85454 -0.69176 3.56739 0.003
O -1.12995 -0.89443 1.09127 0.035
O 0.02131 1.61601 -2.40982 0.011
O 0.40091 0.52379 1.71765 -0.001
O 0.08813 0.07949 -0.47741 0.396
O -0.96134 3.13950 -3.65553 0.001
C 0.93795 1.34236 -1.27886 0.111
C -0.01922 2.72984 -2.94891 0.004
C -0.19307 -0.07617 0.80121 0.026
C 1.86661 0.27452 -0.88335 0.242
Li -2.11936 -1.94805 -0.10759 0.000
H 2.06636 0.88205 -2.11895 0.144
H -0.96308 4.10220 -3.82578 0.000
H 1.86014 -0.73662 -1.29758 0.015
H 2.56814 0.62366 -0.11866 0.010
H 1.09882 2.30589 -0.78971 0.003
```

# 5
An isolated molecule of C4H5N, computed with ωB97M-V/def2-TZVPD.

Computed properties:
Relative energy (zero: lowest compared OMol25 entry of this formula, charge and spin)   94.0 kJ/mol
Kohn-Sham gap   10.488 eV
2S+1   1
Strongest force on any atom   2.63 eV Å⁻¹
Highest occupied orbital energy   -10.08 eV
Electronic energy   -210.1279 Eh
M   67.09 g/mol
Structure (SMILES)   C=C(C)C#N

```
10
Properties=species:S:1:pos:R:3:mulliken_charge:R:1
N 2.67467 0.09002 0.01652 -0.431
C -0.49828 1.42026 -0.00337 -0.826
C 0.12602 0.21079 -0.01793 0.671
C -0.46720 -1.14697 -0.00908 -1.021
C 1.52118 0.14135 -0.01563 0.178
H -0.40657 -1.61262 1.02510 0.252
H -1.59552 1.46418 0.13413 0.261
H 0.01286 2.41526 -0.09347 0.283
H -1.54490 -1.19441 -0.32318 0.334
H 0.17774 -1.78786 -0.71309 0.298
```

# 6
A cluster of 2 separate species, C4H5N in total, computed with ωB97M-V/def2-TZVPD.

Computed properties:
Relative energy (zero: lowest compared OMol25 entry of this formula, charge and spin)   268.5 kJ/mol
Kohn-Sham gap   11.822 eV
2S+1   1
Strongest force on any atom   3.12 eV Å⁻¹
Highest occupied orbital energy   -10.92 eV
Electronic energy   -210.0615 Eh
M   67.09 g/mol
Structure (SMILES)   CC#N.C#C

```
10
Properties=species:S:1:pos:R:3:mulliken_charge:R:1
N 0.10046 -1.28320 1.96738 -0.379
C -1.08805 -0.93614 -0.33872 -0.679
C 1.67492 1.09827 -0.36688 -0.473
C 0.93424 1.95688 0.02200 -0.215
C -0.34008 -1.13622 0.93061 0.249
H 2.42050 0.62729 -0.96487 0.329
H 0.05774 2.39683 0.42845 0.370
H -0.88338 -1.79419 -0.94221 0.249
H -2.06492 -0.99903 -0.04080 0.301
H -0.81142 0.06952 -0.69497 0.248
```